Molecular formula: C9H8O3S
Method: DFT, ωB97M-V/def2-TZVPD

- Frontier orbital gap (alpha / beta): 3.31 / 3.03 eV

ORCA input file:
```
! RIJCOSX wB97M-V def2-TZVPD def2/J DEFGRID3
* xyz 0 1
C -0.764 2.920 1.537
C 0.399 2.162 1.311
C -1.991 2.335 1.307
C 0.340 0.906 0.747
C -2.091 1.091 0.819
C -0.961 0.335 0.359
C 1.045 -2.036 -0.406
C 1.672 -2.921 -1.378
C -1.050 -0.719 -0.505
O 1.596 -1.657 0.591
O 1.876 -1.007 -3.228
O -0.179 -1.689 -0.929
S 2.817 -1.800 -2.391
H -0.544 3.884 1.921
H 1.285 2.405 1.853
H -2.909 2.726 1.494
H 1.195 0.222 0.566
H -3.077 0.784 0.583
H 2.300 -3.671 -0.976
H 0.977 -3.302 -2.098
H -1.936 -0.969 -1.174
*
```


Molecular formula: C9H8OP2S2
Method: DFT, ωB97M-V/def2-TZVPD

- Frontier orbital gap (alpha / beta): 6.94 / 5.97 eV

ORCA input file:
```
! RIJCOSX wB97M-V def2-TZVPD def2/J DEFGRID3
* xyz 0 1
C 0.950 2.259 -0.040
C -1.630 -2.552 -0.493
C 0.025 3.175 0.301
C -2.977 -2.336 -0.353
C 0.399 0.954 -0.105
C -0.836 -1.413 -0.374
C -0.992 0.992 0.022
C -1.623 -0.267 -0.165
C 1.134 -0.235 -0.397
O 0.519 -1.422 -0.640
P 2.848 -0.133 -1.049
P 2.054 -0.427 2.252
S -1.652 2.486 0.416
S -3.303 -0.692 -0.075
H 1.965 2.568 -0.135
H -1.228 -3.615 -0.516
H 0.149 4.219 0.476
H -3.700 -3.043 -0.182
H 2.456 0.600 -2.194
H 2.732 -1.397 -1.813
H 0.608 -0.637 2.575
H 2.103 0.917 2.488
*
```


Molecular formula: C9H9Br2N2O2
Method: DFT, ωB97M-V/def2-TZVPD

- Frontier orbital gap: 8.15 eV

ORCA input file:
```
! RIJCOSX wB97M-V def2-TZVPD def2/J DEFGRID3
* xyz 1 1
C 0.714 1.926 -0.323
C -1.652 1.763 -0.483
C 0.780 0.537 -0.406
C -1.625 0.371 -0.354
C -0.535 2.565 -0.437
C -0.402 -0.249 -0.309
C 1.316 -3.080 0.190
C -0.420 -2.231 1.346
C -0.724 4.111 -0.461
N 2.289 -3.957 0.026
N -0.294 -1.635 -0.241
O 0.672 -3.119 1.328
O 0.810 -2.330 -0.747
Br -2.017 -3.148 1.641
Br -0.064 -0.830 2.744
H 1.487 2.648 -0.318
H -2.675 2.164 -0.520
H 1.847 0.210 -0.484
H -2.609 -0.002 -0.424
H -0.339 4.405 0.413
H -0.222 4.351 -1.368
H -1.737 4.351 -0.717
H 2.292 -4.869 0.446
H 3.109 -3.951 -0.541
*
```


Molecular formula: C9H9EuNO4
Method: DFT, ωB97M-V/def2-TZVPD

- Frontier orbital gap (alpha / beta): 6.85 / 7.06 eV

ORCA input file:
```
! RIJCOSX wB97M-V def2-TZVPD def2/J DEFGRID3
* xyz 3 7
Eu -1.253 -0.599 -0.069
C -1.150 0.815 1.330
O -1.047 1.618 2.104
C -2.962 -1.103 0.908
O -3.908 -1.374 1.457
C -0.305 -1.828 1.135
O 0.292 -2.509 1.799
C -2.322 0.624 -1.163
O -2.912 1.335 -1.816
C -0.922 -1.975 -1.828
H -0.932 -1.329 -2.714
H 0.030 -2.483 -1.629
C -2.076 -2.389 -1.244
H -2.095 -3.251 -0.563
H -3.056 -2.097 -1.648
C 2.844 2.839 0.459
C 3.142 1.326 0.519
C 1.962 0.585 0.227
N 0.939 0.022 0.064
H 2.525 3.114 -0.560
H 3.739 3.413 0.724
H 2.035 3.091 1.168
H 3.947 1.081 -0.201
H 3.486 1.075 1.541
*
```


Molecular formula: C9H9F
Method: DFT, ωB97M-V/def2-TZVPD

- Frontier orbital gap: 10.34 eV

ORCA input file:
```
! RIJCOSX wB97M-V def2-TZVPD def2/J DEFGRID3
* xyz 0 1
C 2.910 -0.200 0.048
C 2.257 -1.362 -0.168
C 2.240 0.933 0.285
C 0.890 -1.458 -0.167
C 0.845 0.942 0.342
C 0.226 -0.246 0.098
C -2.504 0.739 0.596
C -2.527 0.474 -0.925
C -1.812 -0.417 0.085
F -2.066 -1.644 0.321
H 3.981 -0.032 -0.246
H 2.851 -2.267 -0.330
H 2.796 1.839 0.358
H 0.292 -2.419 -0.206
H 0.114 1.787 0.692
H -1.897 1.780 0.844
H -3.250 0.717 1.364
H -3.420 -0.065 -1.294
H -1.925 0.900 -1.696
*
```


Molecular formula: C9H9F2NO2Si
Method: DFT, ωB97M-V/def2-TZVPD

- SMILES: [O-][N+](O[Si](F)(F)c1ccccc1)=C1CC1
- Frontier orbital gap: 9.48 eV

ORCA input file:
```
! RIJCOSX wB97M-V def2-TZVPD def2/J DEFGRID3
* xyz 0 1
C -4.002 0.548 -0.286
C -3.580 0.109 0.980
C -3.141 0.409 -1.454
C -2.289 -0.467 1.095
C -1.948 -0.202 -1.288
C -1.528 -0.767 -0.036
C 4.111 1.280 0.126
C 3.575 0.214 1.060
C 2.861 0.529 -0.109
N 2.063 0.293 -1.052
O 1.301 -0.971 -0.827
O 1.833 0.986 -2.038
F 0.651 -0.978 1.706
F 0.450 -3.040 0.101
Si 0.172 -1.508 0.225
H -5.023 0.785 -0.455
H -4.243 0.217 1.809
H -3.616 0.559 -2.380
H -2.189 -0.920 2.057
H -1.344 -0.537 -2.113
H 4.039 2.306 0.402
H 4.708 1.124 -0.768
H 4.044 -0.660 1.320
H 3.097 0.690 1.927
*
```


Molecular formula: C9H9FS
Method: DFT, ωB97M-V/def2-TZVPD

- SMILES: F/C=C(\CS)c1ccccc1
- Frontier orbital gap: 9.61 eV

ORCA input file:
```
! RIJCOSX wB97M-V def2-TZVPD def2/J DEFGRID3
* xyz 0 1
C -1.044 -1.999 -1.584
C -1.968 -1.185 -0.954
C 0.391 -1.946 -1.383
C -1.467 -0.248 -0.045
C 0.793 -1.007 -0.508
C -0.132 -0.189 0.222
C -0.199 1.029 2.410
C 0.388 0.930 1.191
C 1.516 1.782 0.627
F 0.111 2.115 3.119
S 1.493 2.198 -1.009
H -1.527 -2.829 -2.161
H -2.919 -1.125 -1.452
H 1.133 -2.661 -1.764
H -2.156 0.277 0.452
H 1.813 -0.647 -0.494
H -1.047 0.397 2.753
H 2.501 1.386 0.895
H 1.407 2.719 1.123
H 0.912 1.000 -1.437
*
```


Molecular formula: C9H9N2
Method: DFT, ωB97M-V/def2-TZVPD

- Frontier orbital gap (alpha / beta): 6.78 / 6.78 eV

ORCA input file:
```
! RIJCOSX wB97M-V def2-TZVPD def2/J DEFGRID3
* xyz 1 1
C 0.442 -1.312 1.030
C 1.354 1.186 -1.146
C 0.994 0.206 0.902
C 2.293 2.038 -0.458
C 1.877 1.003 1.588
C 0.798 0.166 -0.461
C -1.373 -1.352 -0.372
C -1.728 -0.716 0.927
C 0.141 -1.123 -0.570
N 2.546 1.847 0.843
N -0.670 -1.035 1.714
H 1.119 1.243 -2.217
H 0.906 -2.171 1.418
H 2.692 2.842 -1.084
H 2.052 0.820 2.621
H -1.280 -2.439 -0.210
H -2.115 -1.227 -1.151
H -1.872 0.336 0.937
H -2.631 -1.075 1.462
H 0.510 -1.739 -1.481
*
```


Molecular formula: C9H9N2O2S
Method: DFT, ωB97M-V/def2-TZVPD

- SMILES: C=c1nc2c(s1)=C(C)N(C(=O)[O-])CC2
- Frontier orbital gap: 6.04 eV

ORCA input file:
```
! RIJCOSX wB97M-V def2-TZVPD def2/J DEFGRID3
* xyz -1 1
C 0.812 0.371 0.569
C -0.954 0.851 0.130
C 1.101 -0.841 -0.002
C 3.178 -0.131 0.116
C 4.515 -0.087 0.054
C -3.539 0.063 -0.271
C -0.040 -1.777 -0.416
C -1.371 -1.476 0.200
C -1.340 2.339 0.012
N 2.363 -1.158 -0.218
N -1.794 -0.105 -0.114
O -4.065 -0.962 0.082
O -3.764 1.171 -0.651
S 2.180 1.347 0.803
H 4.881 0.791 0.565
H 5.297 -0.718 -0.378
H -0.077 -1.672 -1.507
H 0.198 -2.768 -0.025
H -1.949 -2.180 -0.274
H -1.249 -1.524 1.305
H -1.950 2.691 0.912
H -1.947 2.615 -0.888
H -0.487 3.161 -0.003
*
```


Molecular formula: C9H9N3O2
Method: DFT, ωB97M-V/def2-TZVPD

- SMILES: O=c1cc[nH]c(=O)[nH]1.c1ccncc1
- Frontier orbital gap: 9.78 eV

ORCA input file:
```
! RIJCOSX wB97M-V def2-TZVPD def2/J DEFGRID3
* xyz 0 1
C -1.776 -0.134 -0.561
C -2.441 1.053 -0.819
C -3.784 1.232 -0.478
C -4.374 0.102 0.099
C -3.571 -0.999 0.424
C 1.960 1.131 0.489
C 3.221 1.277 -0.216
C 3.765 0.099 -0.646
C 1.725 -1.246 0.047
H -0.661 -0.361 -0.807
H -1.997 1.894 -1.218
H -4.325 2.113 -0.709
H -5.414 0.100 0.512
H -4.010 -1.729 1.153
H 0.801 -0.204 1.470
H 4.045 2.122 -0.053
H 4.776 -0.186 -1.191
H 3.222 -1.908 -1.303
N -2.253 -1.186 0.166
N 1.355 -0.041 0.468
N 2.925 -1.082 -0.622
O 1.479 2.114 1.051
O 1.149 -2.209 0.452
*
```